Density functional theory data (wB97M-V/def2-TZVPD) for an isolated molecule of C3H8IP in a non-equilibrium geometry.

Last column: natural (NBO) charge in e.
Geometry (Å):
C1 -0.88 0.55 -1.89  -0.63
C2 0.94 -0.86 1.89  -0.92
C3 0.01 0.01 -0.82  -0.69
P1 -0.70 -0.33 0.96  0.61
I1 -0.82 1.98 1.85  -0.18
H1 -1.55 -0.35 -2.20  0.21
H2 -1.59 1.42 -1.78  0.22
H3 -0.13 0.89 -2.64  0.23
H4 0.80 -0.70 2.99  0.24
H5 1.71 -0.16 1.68  0.22
H6 1.14 -2.02 1.70  0.24
H7 0.97 0.58 -0.57  0.22
H8 0.13 -1.03 -1.18  0.23

Values from the calculation:
ΔE to the lowest compared entry with this formula, charge and spin, eV: 1.137
LUMO level, eV: 0.3
Orbital gap, eV: 8.987
Structure (SMILES): CCP(C)I
Calculated total energy, Ha: -758.1287

Density functional theory data (wB97M-V/def2-TZVPD) for C70H149Al2N13O25 as an isolated structure in a non-equilibrium geometry.

Last column: Mulliken charge in e.
Geometry (Å):
Al1 -25.38 10.84 13.02  -1.83
Al2 -29.40 0.98 9.84  -0.92
C1 -28.69 3.81 12.78  -1.05
C2 -28.40 5.26 12.69  0.45
C3 -28.13 5.89 11.26  -0.52
O1 -28.07 7.12 11.40  -0.26
C4 -28.11 5.22 10.09  0.44
C5 -28.55 3.83 10.19  0.54
C6 -28.71 3.18 11.56  -0.10
O2 -28.95 1.84 11.49  -0.71
O3 -28.91 3.04 9.29  1.19
O4 -28.38 6.03 13.63  -0.77
H1 -28.85 3.29 13.73  1.55
H2 -28.11 5.53 9.07  -0.10
C7 -26.78 14.26 12.05  -0.76
C8 -27.85 14.57 10.93  0.29
C9 -29.18 13.63 10.77  0.17
O5 -30.23 13.88 10.11  -0.60
C10 -28.77 12.12 11.09  -0.11
C11 -27.57 11.85 11.79  0.55
C12 -26.74 13.00 12.49  0.37
O6 -25.77 12.56 13.26  -0.44
O7 -26.94 10.65 12.02  0.43
O8 -27.52 15.14 9.90  -0.51
H3 -26.03 14.89 12.50  0.48
H4 -29.47 11.24 10.98  0.25
C13 -29.23 -3.15 9.05  -1.07
C14 -30.42 -3.74 8.35  0.41
C15 -31.80 -3.32 9.09  0.27
O9 -32.76 -4.09 8.85  -0.63
C16 -31.97 -1.98 9.61  -0.57
C17 -30.83 -1.38 9.73  0.06
C18 -29.46 -1.92 9.60  0.43
O10 -28.48 -0.93 9.94  -0.64
O11 -30.88 -0.12 10.01  0.42
O12 -30.47 -4.23 7.25  -0.58
H5 -28.24 -3.41 8.73  0.54
H6 -32.98 -1.56 9.62  0.49
C19 -32.14 3.36 14.96  -0.90
C20 -33.40 2.42 15.12  0.24
C21 -34.62 3.34 15.37  -1.04
O13 -34.56 4.47 14.50  0.04
C22 -35.86 5.06 14.39  -0.89
N1 -33.66 1.43 14.03  -0.72
H7 -32.22 3.84 13.99  -0.03
H8 -31.17 2.88 15.08  0.49
H9 -32.19 4.06 15.81  0.41
H10 -33.25 1.77 15.97  0.40
H11 -34.63 3.69 16.45  0.35
H12 -35.57 2.79 15.21  0.43
H13 -36.08 5.56 15.35  0.32
H14 -36.65 4.34 14.11  0.37
H15 -35.95 5.74 13.59  0.16
H16 -32.89 0.81 14.03  0.30
H17 -33.71 1.90 13.13  0.21
C23 -30.67 8.09 15.65  -1.56
C24 -31.20 8.59 14.35  0.78
C25 -31.19 7.40 13.38  -0.06
O14 -30.69 7.51 12.05  0.96
C26 -31.09 8.71 11.40  -0.56
N2 -32.55 9.27 14.48  -0.75
H18 -31.23 7.23 16.03  0.19
H19 -30.56 8.91 16.32  0.48
H20 -29.67 7.72 15.43  0.27
H21 -30.51 9.36 13.98  -0.12
H22 -32.25 7.09 13.21  -0.36
H23 -30.64 6.58 13.86  -0.02
H24 -32.12 8.91 11.60  0.26
H25 -31.06 8.60 10.36  0.01
H26 -30.51 9.56 11.74  -0.10
H27 -33.32 8.73 14.14  0.28
H28 -32.45 10.13 13.95  0.30
C27 -29.64 -1.71 14.60  -1.63
C28 -28.42 -0.77 14.19  2.17
C29 -27.60 -0.62 15.40  -1.70
O15 -26.46 0.30 15.65  -0.05
C30 -25.22 -0.08 15.04  -0.56
N3 -27.81 -1.32 13.00  -0.33
H29 -30.28 -1.45 15.40  0.45
H30 -29.34 -2.77 14.73  0.36
H31 -30.27 -1.74 13.71  0.27
H32 -28.87 0.22 13.99  -0.50
H33 -27.35 -1.67 15.72  0.39
H34 -28.24 -0.28 16.21  0.27
H35 -24.88 0.64 14.20  0.04
H36 -25.24 -1.10 14.53  0.36
H37 -24.40 0.02 15.81  0.30
H38 -27.89 -0.84 12.11  0.04
H39 -26.89 -1.67 13.13  0.18
C31 -30.78 11.44 7.68  -1.93
C32 -30.16 10.04 7.77  2.73
C33 -29.91 9.38 6.43  -0.48
O16 -31.14 9.16 5.66  -0.24
C34 -30.86 8.69 4.35  -0.93
N4 -28.87 9.96 8.43  -0.15
H40 -31.64 11.53 7.07  0.39
H41 -30.04 12.15 7.24  0.43
H42 -31.04 11.82 8.65  0.47
H43 -30.77 9.35 8.38  -1.44
H44 -29.40 8.45 6.66  -0.21
H45 -29.19 10.01 5.86  0.37
H46 -31.66 9.03 3.72  0.44
H47 -30.62 7.57 4.28  0.17
H48 -30.10 9.36 3.98  0.49
H49 -28.45 10.86 8.50  0.30
H50 -29.02 9.73 9.42  -0.36
C35 -34.13 7.71 7.12  -0.61
C36 -35.11 8.80 7.74  0.39
C37 -34.58 9.31 9.04  -0.49
O17 -34.35 8.40 10.12  -0.06
C38 -35.47 7.65 10.64  -0.35
N5 -35.23 9.86 6.70  -0.76
H51 -34.32 7.77 6.04  0.52
H52 -34.36 6.76 7.58  -0.02
H53 -33.10 8.05 7.27  -0.04
H54 -36.09 8.35 7.92  0.27
H55 -35.20 10.15 9.36  0.41
H56 -33.60 9.70 8.90  -0.10
H57 -36.06 7.24 9.81  0.37
H58 -36.15 8.27 11.27  0.28
H59 -35.06 6.79 11.20  -0.19
H60 -35.73 10.71 6.92  0.27
H61 -34.34 10.25 6.38  0.20
C39 -30.61 5.33 6.24  0.29
C40 -29.57 4.56 5.43  0.85
C41 -29.29 5.14 4.04  -0.63
O18 -30.51 5.11 3.31  -0.36
C42 -30.37 5.70 2.03  -0.69
N6 -28.29 4.45 6.15  -0.19
H62 -31.44 5.63 5.62  0.87
H63 -30.15 6.22 6.69  -0.73
H64 -30.96 4.77 7.09  -0.88
H65 -29.91 3.50 5.31  0.18
H66 -28.55 4.54 3.51  0.51
H67 -28.85 6.19 4.19  -0.01
H68 -30.20 6.80 2.05  0.23
H69 -31.31 5.63 1.48  0.27
H70 -29.68 5.09 1.45  0.32
H71 -27.84 5.36 6.13  -0.06
H72 -28.49 4.26 7.13  -0.31
C43 -26.15 11.59 15.96  -1.38
C44 -25.69 10.20 15.83  0.05
C45 -26.69 9.40 16.91  -0.67
O19 -26.36 8.08 17.02  -0.16
C46 -26.83 7.31 18.10  -0.69
N7 -26.01 9.80 14.41  0.65
H73 -25.76 12.24 15.18  0.54
H74 -25.88 12.05 16.94  0.46
H75 -27.24 11.54 15.85  0.37
H76 -24.64 10.10 16.18  0.37
H77 -27.77 9.61 16.66  0.10
H78 -26.46 9.93 17.84  0.50
H79 -27.29 6.39 17.75  0.03
H80 -27.59 7.75 18.73  0.46
H81 -26.02 6.99 18.75  0.32
H82 -26.05 8.76 14.35  -0.01
H83 -27.01 10.07 14.35  0.23
C47 -27.06 0.79 5.93  -1.57
C48 -27.55 0.65 7.36  -0.14
C49 -26.51 1.38 8.26  -0.92
O20 -26.92 1.03 9.63  0.18
C50 -25.91 1.63 10.45  -0.98
N8 -28.86 1.26 7.66  0.97
H84 -27.91 0.49 5.27  0.36
H85 -26.27 0.08 5.73  0.44
H86 -26.79 1.84 5.79  0.36
H87 -27.72 -0.36 7.67  0.49
H88 -26.62 2.46 8.10  0.15
H89 -25.47 1.12 8.15  0.92
H90 -25.92 1.29 11.47  -0.10
H91 -25.92 2.69 10.51  0.45
H92 -24.94 1.32 10.06  0.67
H93 -29.44 1.09 6.83  0.34
H94 -28.66 2.25 7.76  -0.85
C51 -26.17 7.95 5.43  -1.25
C52 -25.85 7.32 6.72  0.77
C53 -24.79 8.06 7.51  -0.07
O21 -23.63 8.25 6.72  -0.50
C54 -22.91 7.17 6.32  -0.41
N9 -27.01 7.20 7.62  1.42
H95 -26.62 8.94 5.69  0.21
H96 -26.98 7.40 4.92  0.05
H97 -25.28 8.11 4.82  0.43
H98 -25.41 6.33 6.58  0.00
H99 -24.57 7.51 8.45  -0.21
H100 -25.07 9.10 7.83  0.30
H101 -23.40 6.58 5.52  0.27
H102 -22.55 6.54 7.14  0.01
H103 -22.00 7.52 5.86  0.35
H104 -27.54 8.07 7.47  -0.69
H105 -26.68 7.45 8.54  -0.26
C55 -22.56 2.54 12.11  -1.57
C56 -22.35 3.11 10.74  1.13
C57 -23.03 4.50 10.63  -0.83
O22 -23.00 4.97 9.30  -0.44
C58 -24.20 4.75 8.66  -0.38
N10 -20.89 3.34 10.53  -0.73
H106 -22.28 3.20 12.95  0.23
H107 -22.02 1.61 12.18  0.59
H108 -23.60 2.21 12.25  0.14
H109 -22.85 2.44 9.99  0.16
H110 -22.34 5.13 11.24  0.42
H111 -24.00 4.45 11.11  0.05
H112 -24.61 3.77 8.92  -0.04
H113 -24.13 4.97 7.60  0.46
H114 -25.01 5.44 8.98  0.05
H115 -20.53 2.37 10.53  0.29
H116 -20.67 3.75 9.66  0.25
C59 -22.28 9.48 10.56  -1.98
C60 -23.51 9.08 11.43  1.27
C61 -22.83 8.14 12.43  -0.34
O23 -23.41 8.05 13.68  -0.45
C62 -24.06 6.74 13.90  -0.88
N11 -24.12 10.33 11.93  0.24
H117 -22.55 10.01 9.67  0.45
H118 -21.82 8.52 10.34  0.40
H119 -21.61 10.10 11.18  0.64
H120 -24.26 8.59 10.79  -0.41
H121 -21.85 8.51 12.57  0.48
H122 -22.76 7.08 12.04  -0.22
H123 -24.63 6.71 14.81  0.22
H124 -23.31 5.97 13.81  0.61
H125 -24.81 6.57 13.12  0.34
H126 -28.36 7.37 12.30  0.05
H127 -23.39 11.04 11.74  0.42
C63 -26.64 3.28 17.25  -1.61
C64 -25.64 3.70 16.19  1.36
C65 -24.25 3.04 16.46  -0.46
O24 -23.53 3.80 17.45  -0.33
C66 -22.20 3.40 17.73  -0.84
N12 -25.99 3.42 14.74  0.37
H128 -26.18 3.28 18.23  0.47
H129 -26.96 2.27 17.02  0.18
H130 -27.47 3.99 17.19  0.27
H131 -25.41 4.77 16.30  -0.10
H132 -23.74 3.07 15.49  0.18
H133 -24.41 1.98 16.79  0.17
H134 -21.88 3.95 18.59  0.29
H135 -21.51 3.63 16.95  0.29
H136 -22.13 2.35 18.02  0.31
H137 -26.78 4.01 14.60  -0.41
H138 -26.46 2.52 14.68  -0.23
C67 -32.58 2.44 7.75  -1.36
C68 -32.21 3.11 9.11  1.69
C69 -33.52 3.61 9.63  -1.49
O25 -33.49 4.06 11.01  -0.48
C70 -32.78 5.18 11.49  0.40
N13 -31.55 2.39 10.19  0.67
H139 -33.66 2.33 7.75  0.59
H140 -32.16 1.43 7.56  0.15
H141 -32.40 3.12 6.93  0.16
H142 -31.54 3.95 8.97  -0.42
H143 -34.28 2.84 9.59  0.40
H144 -34.04 4.32 8.96  0.27
H145 -33.28 5.35 12.47  -0.43
H146 -32.86 6.11 10.87  0.24
H147 -31.72 5.01 11.62  -0.03
H148 -31.96 1.53 10.43  0.34
H149 -31.66 2.94 11.08  -0.75

Values from the calculation:
LUMO level, eV: -2.0
Orbital gap, eV: 5.738
Calculated total energy, Ha: -5834.0264